Density functional theory data (ωB97M-V/def2-TZVPD) for a molecular structure, C42H116AlF2N11O15S2 in a non-equilibrium geometry.

ΔE to the lowest compared entry with this formula, charge and spin (kcal/mol): 155.2
HOMO level (eV): -11.83
Frontier orbital gap (eV): 0.89
Total charge: +2
Lowest unoccupied orbital energy (eV): -10.94

Geometry as XYZ:
```
189
Properties=species:S:1:pos:R:3:forces:R:3:lowdin_charge:R:1
S 0.7454 -1.1388 -0.2382 -9.685 -0.024 -5.601 0.465
S 2.7435 -1.1467 0.8626 5.047 -2.047 1.230 0.604
Al 3.2920 -5.3197 -4.7458 -0.043 0.010 -0.026 0.983
F 4.2162 -1.2064 0.2027 -0.466 0.117 0.924 -0.210
F 0.0535 -1.8355 -1.5811 -0.204 -0.366 0.542 -0.271
O 2.8846 2.8350 -8.2413 1.608 0.470 1.050 -0.169
O 2.5893 0.2510 1.2094 -0.392 -2.039 -0.425 -0.246
O 2.7253 -2.2192 1.8713 -0.152 2.590 -2.241 -0.261
O 8.1179 -2.9837 -6.2940 -0.023 -0.457 0.307 -0.209
O -0.2655 5.1254 8.3383 -1.511 1.330 0.400 -0.181
O 2.9075 9.7909 0.1840 0.212 -0.616 -0.199 -0.185
O -0.0202 -1.8268 0.8073 1.957 2.008 -0.768 -0.229
O -6.0651 1.7757 3.9831 0.651 -0.405 -0.279 -0.088
O -6.6129 -2.8991 7.7035 -0.200 -0.101 0.190 -0.163
O 9.0320 -0.1472 4.3506 0.305 0.453 -0.200 -0.180
O 0.4420 0.2273 -0.7016 1.048 -1.327 2.419 -0.243
O -7.5991 5.9474 -5.2234 1.210 0.640 0.384 -0.170
O -9.2516 -1.5923 -4.6968 0.864 -0.362 1.614 -0.196
O -0.5983 -8.4400 4.7181 0.288 0.673 -0.732 -0.187
O 0.7487 -10.2656 -4.1573 -0.945 -0.563 -0.497 -0.215
N -1.3479 -8.2690 -4.9279 0.084 0.494 -0.653 0.022
N -1.7588 8.5221 8.9036 -0.113 0.336 0.176 0.075
N -6.6278 -2.8137 -4.1559 -0.568 0.659 -0.605 0.076
N -4.1233 4.6530 -4.7257 -0.722 -0.733 -0.491 0.080
N -8.5499 -3.4085 10.8242 0.753 -0.493 -1.385 0.082
N 1.5340 -7.7766 1.6439 -0.840 -0.074 0.591 0.060
N 4.4693 12.1447 1.2543 -0.103 -0.606 0.048 0.103
N 6.2077 -2.7426 -8.5227 -0.461 0.062 1.572 0.032
N 2.0892 -1.6981 -0.6658 2.894 1.042 3.817 -0.174
N 10.8574 -1.8036 2.7639 -0.231 0.844 -0.252 0.104
N 3.3940 1.3005 -5.8155 -0.555 -0.891 -0.133 0.063
C -10.2931 -0.6551 -4.8374 -0.012 0.026 -0.992 -0.123
C 1.9987 -9.1302 3.5248 -0.436 -1.326 1.662 -0.076
C 2.6807 8.3801 0.0074 -1.048 0.599 -0.133 -0.083
C 9.0719 -2.7629 -5.2287 -0.897 0.831 -1.136 -0.086
C 3.9559 3.1428 -7.3109 -0.018 -0.311 -0.863 -0.169
C -1.3776 -9.6004 4.4211 -0.135 0.677 -1.208 -0.102
C 11.3117 0.6327 2.3337 -0.493 -0.324 -0.305 -0.049
C -8.5981 -1.4464 -3.3920 -0.965 -0.728 -0.369 -0.154
C -8.3937 6.4023 -6.2764 -1.217 -0.426 -0.983 -0.125
C -5.4068 5.2998 -4.4319 1.143 0.597 0.893 -0.385
C -5.6291 -3.5708 6.9706 -0.071 -0.638 -0.388 -0.106
C 11.3439 -0.5233 3.3663 -1.244 -0.789 -1.100 -0.351
C -6.3341 5.4442 -5.6442 0.043 0.498 0.428 -0.187
C 4.8532 2.9584 -4.9639 -0.457 1.034 -0.122 -0.053
C 3.1620 11.7034 1.6792 -0.670 0.392 0.072 -0.435
C 7.6459 -2.7060 -8.6842 0.557 -1.309 -2.184 -0.452
C 2.0756 12.4083 0.9285 -0.521 0.849 -0.970 -0.065
C 7.8682 -1.8714 -9.9442 1.433 0.783 -0.152 -0.079
C 3.6699 2.6932 -5.8842 1.044 0.208 -0.051 -0.475
C 0.8974 -8.5829 2.7099 -1.279 0.710 -0.412 -0.458
C -4.6921 2.1715 3.8052 -1.058 0.586 0.060 -0.310
C -6.9868 -2.7850 -1.8045 -0.384 0.249 1.478 -0.074
C -1.6105 -9.5300 -4.2618 -1.424 -0.728 0.140 -0.421
C -8.1323 -1.3172 9.8612 0.489 0.775 -1.860 -0.066
C -1.4921 7.1468 9.1611 -0.448 -2.479 -0.498 -0.431
C 0.3509 4.4167 7.2947 0.896 0.852 0.497 -0.106
C 2.0614 3.9395 -8.4643 -2.254 -0.626 0.054 -0.132
C 8.2227 0.2750 5.4609 0.340 -0.238 0.634 -0.093
C -3.1070 -9.8896 -4.5749 0.431 -0.518 0.314 -0.063
C -4.9592 6.5964 -3.6808 -1.582 0.306 -0.118 -0.048
C -4.7125 3.4801 3.0068 1.200 -0.107 0.761 -0.087
C -7.6666 -2.6607 -3.1365 0.301 -0.496 -0.772 -0.420
C 8.4878 -2.3029 -7.4923 -0.562 0.375 0.795 -0.208
C -0.6136 -10.6745 -4.5211 0.783 0.492 0.738 -0.176
C -2.7973 6.4268 9.6094 1.086 -0.474 -0.455 -0.044
C -0.1231 -7.7267 3.5343 1.174 -1.079 0.066 -0.156
C 10.4467 -0.2341 4.5865 -0.119 -0.287 1.226 -0.197
C -0.7810 6.4260 7.9656 0.069 -0.018 0.620 -0.162
C 3.0122 10.1816 1.5310 0.549 -0.265 0.260 -0.214
C -6.8713 -3.5076 8.9362 -0.398 1.623 0.849 -0.195
C 1.6759 -11.3624 -4.2839 -0.438 1.238 0.239 -0.102
C -8.1409 -2.7952 9.5330 -0.882 -0.783 0.974 -0.384
H -8.6366 -4.4095 10.7217 -0.292 -0.329 0.136 0.080
H -2.1694 8.7805 9.7895 -0.513 0.955 -0.138 0.086
H -3.1921 6.9154 10.5002 -0.217 -0.162 -0.078 0.077
H 3.0703 11.9909 2.7266 0.030 -0.445 0.270 0.144
H 6.0108 -1.7837 -8.2741 -0.685 0.288 0.379 0.068
H -5.8388 6.1254 -6.3361 -0.165 0.080 -0.385 0.129
H 3.9264 9.7417 1.9295 0.113 -0.307 0.373 0.119
H -3.6550 3.7156 2.8865 0.128 0.345 -0.237 0.065
H -1.4366 6.3600 7.0973 -0.363 -0.243 0.003 0.124
H 0.0136 7.1020 7.6501 0.571 -0.078 -0.013 0.116
H -3.5488 6.2873 8.8323 -0.053 0.754 -0.147 0.082
H -5.8321 -4.6411 6.9341 -0.210 -0.287 -0.020 0.086
H 11.7833 1.5632 2.6496 0.153 -0.268 0.427 0.081
H 7.1547 0.1549 5.2790 0.230 -0.009 -0.801 0.087
H -4.2669 2.2720 4.8038 0.155 0.735 0.120 0.103
H 2.6226 -9.7896 2.9215 0.305 0.180 0.141 0.090
H 9.8761 -1.7597 2.5290 -0.199 0.465 -0.386 0.082
H -4.2921 6.4037 -2.8406 0.113 -0.356 -0.214 0.073
H -0.9311 -11.4974 -3.8808 0.042 -0.106 0.371 0.118
H 8.6096 -2.9966 -4.2696 -0.002 -0.239 -0.215 0.082
H 10.6091 -1.0817 5.2524 0.017 -0.129 0.284 0.120
H 2.5110 1.2060 -6.2967 -0.270 -0.764 -0.214 0.082
H 10.0040 -3.3064 -5.3832 -0.017 -0.131 -0.013 0.088
H -0.9016 9.0512 8.8302 0.196 0.213 -0.268 0.089
H 2.6859 -10.9637 -4.1881 -0.052 0.233 -0.095 0.077
H -2.0910 -7.6478 -4.6414 0.102 0.594 1.078 0.063
H -9.3828 -1.4235 -2.6358 -0.180 -0.307 0.234 0.121
H -3.7541 -9.2017 -4.0308 0.069 0.052 0.131 0.074
H 9.2549 -1.6890 -5.2637 0.464 0.127 0.449 0.081
H 1.5726 -11.7797 -5.2855 0.015 -0.580 0.201 0.086
H 11.7381 0.3726 1.3649 0.279 -0.313 0.214 0.075
H 1.5542 -12.0348 -3.4348 -0.241 -0.536 -0.365 0.087
H 7.3323 -2.1901 -10.8382 -0.172 -0.646 0.296 0.078
H 4.2831 4.1798 -7.3868 -0.598 0.372 0.228 0.125
H -5.1410 4.2967 3.5879 -0.195 -0.148 -0.003 0.072
H -6.0560 -1.9831 -4.2129 0.470 0.179 0.340 0.083
H -7.2247 -1.0182 10.3856 -0.287 0.095 0.431 0.086
H 10.2789 0.8942 2.1034 -0.185 -0.071 0.181 0.075
H -11.1439 -0.7636 -4.1646 0.381 0.035 0.772 0.090
H 1.8293 -6.9740 2.1811 0.310 0.758 -0.392 0.066
H 3.2034 1.2279 -4.8263 -0.184 -1.106 0.253 0.082
H -1.6272 -9.3590 -3.1854 0.505 0.067 0.090 0.133
H -4.0250 1.4280 3.3690 -0.461 -0.355 -0.664 0.101
H 8.9192 -1.8727 -10.2332 0.181 0.208 -0.047 0.079
H -3.3812 -9.7661 -5.6226 0.326 -0.122 -0.204 0.073
H -5.8455 7.0513 -3.2385 -0.109 0.064 0.029 0.075
H -4.6465 -3.4942 7.4362 0.226 0.416 -0.143 0.094
H -6.9867 -4.5901 8.8818 -0.384 -0.168 -0.303 0.124
H -6.2467 -3.5851 -1.8141 0.191 0.294 -0.343 0.082
H -8.2515 -3.5759 -3.2290 -0.467 0.165 -0.204 0.142
H 5.1164 3.9817 -5.2315 0.690 0.079 0.626 0.081
H 4.8470 2.6336 -7.6781 -0.058 -0.593 0.116 0.132
H -0.8878 -7.3469 2.8567 -0.567 -0.371 0.174 0.122
H 5.6969 2.2718 -5.0344 -0.124 0.036 -0.558 0.087
H -9.8308 0.3320 -4.8336 -0.503 0.361 0.195 0.088
H 0.2959 -9.3859 2.2840 0.253 -0.202 -0.351 0.129
H -8.1605 -0.7322 8.9420 0.579 -0.038 -0.338 0.075
H -4.1867 3.8430 -5.3258 -0.150 -0.050 -0.426 0.081
H -8.9015 -2.9768 8.7736 -0.330 -0.106 0.156 0.141
H 8.0297 -3.6881 -8.9607 -0.412 -0.489 0.096 0.134
H 12.3588 -0.7340 3.7033 -0.081 0.261 0.245 0.140
H 4.5974 11.8851 0.2867 0.174 0.201 -0.393 0.092
H -0.2239 4.3778 6.3694 -0.298 -0.304 0.082 0.089
H -6.5650 -1.8582 -1.4157 0.332 0.055 -0.237 0.080
H -7.7823 -3.2555 11.4626 -0.050 0.143 0.545 0.083
H -4.5206 7.3725 -4.3079 0.160 -0.350 -0.300 0.081
H -10.7717 -0.8254 -5.8018 0.400 0.040 -0.272 0.089
H 1.1341 3.4965 -8.8275 -0.047 0.053 -0.631 0.087
H -8.9328 5.5625 -6.7150 -0.304 -0.315 0.054 0.085
H 2.3670 4.6949 -9.1883 0.603 -0.052 0.179 0.095
H 8.3338 -1.2298 -7.3786 0.216 0.459 0.431 0.124
H 2.7714 3.1168 -5.4354 -0.044 1.317 -0.325 0.145
H -7.9233 6.8335 -7.1601 0.876 0.308 0.344 0.087
H -9.0805 -0.9754 10.2762 0.286 -0.514 0.811 0.087
H -3.3998 -10.8963 -4.2765 0.075 -0.090 0.056 0.073
H -1.7708 -8.3891 -5.8373 0.745 -0.348 -1.050 0.058
H -0.6285 -11.1296 -5.5114 0.036 0.520 -0.507 0.121
H -6.0535 -3.3448 9.6382 0.425 0.181 0.155 0.128
H -0.7743 -10.4278 4.0475 0.210 -0.126 0.198 0.078
H 10.8716 0.6299 5.0973 -0.331 0.487 0.030 0.128
H 2.5432 -8.3818 4.1005 0.262 0.160 -0.400 0.098
H -7.6727 -3.1127 -1.0234 -0.371 0.151 -0.026 0.078
H -5.1531 3.4803 2.0098 -0.182 -0.534 0.206 0.073
H 0.4482 -6.8445 3.8234 -0.206 0.047 0.812 0.119
H 1.5206 -9.7450 4.2874 0.270 -0.346 0.232 0.079
H 1.0602 12.1695 1.2448 0.126 -0.424 0.054 0.088
H 2.1266 13.4954 0.9884 0.362 0.023 0.293 0.084
H 5.1104 11.5786 1.7915 0.695 0.294 0.045 0.085
H 1.2632 4.9783 7.0936 0.413 -0.166 -0.527 0.086
H 8.3738 -0.3072 6.3699 0.486 -0.536 -0.060 0.082
H 2.7427 8.1359 -1.0531 0.351 0.271 0.057 0.087
H -2.0158 -9.9502 5.2325 0.480 0.429 0.377 0.091
H -9.1479 7.1179 -5.9489 0.226 -0.059 0.421 0.093
H 0.6502 3.4575 7.7170 -0.323 -0.096 -0.367 0.095
H 8.3838 1.2945 5.8115 0.302 0.337 -0.580 0.085
H 5.7758 -2.8298 -9.4316 0.091 -0.263 -0.169 0.065
H -5.6781 -3.2177 5.9405 0.348 0.223 0.188 0.095
H -6.0621 1.0668 4.6304 -0.232 -0.123 0.037 0.072
H 1.6434 8.1839 0.2788 -0.193 -0.133 0.182 0.084
H -2.0432 -9.3169 3.6058 -0.329 -0.207 -0.174 0.085
H 1.6682 4.3653 -7.5412 0.648 0.543 0.351 0.088
H -3.6794 4.3155 -3.8836 0.142 0.358 0.231 0.086
H 10.9093 -2.6549 3.3050 0.768 0.120 0.451 0.088
H 2.1824 12.1888 -0.1338 -0.242 -0.164 -0.075 0.081
H -5.9765 4.7183 -3.7069 -0.136 -0.280 0.316 0.141
H -2.5286 5.3914 9.8184 0.120 0.040 0.533 0.075
H 9.5517 -2.4989 -7.6251 0.062 0.136 -0.691 0.130
H -7.0889 -2.8231 -5.0544 -0.095 -0.372 -0.401 0.076
H 2.3913 -8.2836 1.4759 0.244 0.117 -0.591 0.060
H 4.5223 2.9142 -3.9263 0.007 0.211 0.069 0.080
H -6.5372 4.4835 -6.1173 0.473 -0.288 -0.176 0.128
H -8.1342 -0.4663 -3.2807 0.606 0.055 -0.402 0.122
H 7.5499 -0.8346 -9.8349 0.109 0.206 0.381 0.079
H 3.2849 7.6810 0.5856 0.528 0.433 0.148 0.086
H 2.1757 9.8412 2.1414 -0.363 -0.100 -0.032 0.130
H -0.8271 7.1007 10.0235 0.485 -0.462 0.179 0.143
```
Positions in Å, forces in eV/Å.